75
Properties=species:S:1:pos:R:3 method="wB97M-V/def2-TZVPD" fmax_ev_per_a=6.41 multiplicity=1 total_charge=0 homo_ev=-7.44 smiles="CCCCCc1c(CC(=O)Cl)c(OC#N)c(C[C@@H](C)I)c2c1C(=O)N(P(C)C)C2=O.CC(C)=O.CC(C)=O"
C 5.218 -2.527 1.039
C 4.582 -2.665 -0.449
C 4.286 -1.234 -1.143
C 2.828 -1.165 -1.867
C 2.185 0.331 -1.833
C 0.656 0.369 -1.374
C -0.531 0.951 -2.258
C -0.220 1.557 -3.730
C 0.433 3.021 -3.447
O 1.682 3.214 -3.388
Cl -0.611 4.538 -3.233
C -2.020 0.974 -1.727
O -3.116 1.521 -2.523
C -3.271 2.858 -2.018
N -3.619 3.878 -1.460
C -2.404 0.437 -0.281
C -3.890 0.435 0.303
C -4.829 -0.761 -0.227
C -4.396 -1.393 -1.636
I -5.045 -2.405 1.236
C -1.227 -0.098 0.567
C 0.255 -0.146 0.031
C 1.102 -0.769 1.243
O 2.128 -1.483 1.269
N 0.278 -0.312 2.427
P 0.258 1.477 2.070
C -0.844 2.405 3.300
C 2.072 2.081 2.173
C -1.140 -0.686 2.058
O -1.954 -1.329 2.757
H 5.068 -1.456 1.439
H 6.315 -2.853 1.065
H 4.617 -3.239 1.730
H 3.583 -3.210 -0.335
H 5.268 -3.302 -1.110
H 5.107 -1.095 -1.948
H 4.448 -0.407 -0.370
H 3.027 -1.420 -2.972
H 2.098 -1.877 -1.350
H 2.379 0.850 -2.832
H 2.792 0.905 -1.026
H -1.224 1.763 -4.245
H 0.479 0.875 -4.328
H -4.391 1.442 0.075
H -3.803 0.346 1.457
H -5.901 -0.344 -0.371
H -3.352 -1.874 -1.634
H -4.480 -0.608 -2.475
H -5.126 -2.242 -1.941
H -0.156 2.788 4.147
H -1.242 3.345 2.752
H -1.733 1.792 3.674
H 2.200 3.180 1.890
H 2.766 1.475 1.481
H 2.413 1.850 3.257
C -3.553 4.723 6.539
C -3.351 3.260 6.244
O -2.296 2.704 6.490
C -4.505 2.511 5.631
H -2.640 5.132 6.977
H -3.770 5.262 5.614
H -4.370 4.849 7.252
H -4.765 2.952 4.666
H -5.365 2.538 6.304
H -4.217 1.468 5.474
C 3.055 -3.467 -5.255
C 3.216 -4.328 -4.030
O 3.877 -3.955 -3.078
C 2.528 -5.667 -4.028
H 3.605 -2.533 -5.117
H 3.459 -3.984 -6.128
H 2.000 -3.233 -5.409
H 2.909 -6.282 -4.846
H 1.449 -5.530 -4.127
H 2.731 -6.176 -3.084